Entry 1:
{
  "formula": "C4H9NO",
  "method": "ωB97M-V/def2-TZVPD",
  "elements": ["C", "C", "C", "C", "N", "H", "H", "H", "H", "H", "H", "H", "O", "H", "H"],
  "positions_angstrom": [[2.560, 0.490, -0.181], [1.415, 0.458, 0.491], [0.159, -0.011, -0.145], [-0.041, -1.307, -0.388], [-0.811, 0.973, -0.393], [3.473, 0.800, 0.308], [2.580, 0.319, -1.251], [1.342, 0.920, 1.470], [0.705, -2.023, -0.078], [-0.920, -1.656, -0.913], [-1.341, 0.812, -1.238], [-0.472, 1.923, -0.399], [-3.177, -0.297, 0.927], [-2.231, -0.148, 0.761], [-3.242, -1.255, 1.030]],
  "nbo_charge": [-0.3598, -0.2328, 0.1408, -0.5083, -0.8318, 0.2002, 0.2015, 0.2122, 0.2147, 0.1984, 0.3871, 0.3825, -0.9501, 0.4838, 0.4617],
  "molar_mass_g_mol": 87.1,
  "charge": 0,
  "total_energy_ev": -7830.324,
  "relative_energy_kj_mol": 192.6,
  "homo_energy_ev": -8.7787,
  "smiles": "C=CC(=C)N.O"
}

***

Entry 2:
{
  "formula": "C2H12NO2S2",
  "method": "ωB97M-V/def2-TZVPD",
  "elements": ["N", "C", "C", "S", "S", "H", "H", "H", "H", "H", "H", "H", "H", "H", "H", "O", "H", "H", "O"],
  "positions_angstrom": [[-1.281, -0.676, -0.755], [-0.701, -0.865, 0.711], [-0.406, 0.520, 1.152], [0.935, 1.513, 0.180], [1.501, 3.214, 1.204], [-2.173, -1.005, -0.910], [-1.338, -4.731, -1.453], [-1.394, 0.294, -1.087], [0.268, -1.495, 0.455], [-1.578, -1.494, 1.323], [-1.305, 1.129, 1.277], [0.124, 0.387, 2.116], [0.551, 3.953, 0.617], [1.053, -2.442, -2.651], [-0.115, -3.388, -2.168], [0.263, -2.590, -2.052], [-1.955, -4.386, -0.066], [-0.709, -1.201, -1.443], [-2.112, -4.216, -0.955]],
  "nbo_charge": [-0.7171, -0.2299, -0.5689, 0.0120, -0.0240, 0.4236, 0.4651, 0.4311, 0.2600, 0.2681, 0.2330, 0.2615, 0.1394, 0.5152, 0.4815, -0.9624, 0.4725, 0.4727, -0.9337],
  "molar_mass_g_mol": 146.3,
  "charge": 1,
  "total_energy_ev": -29516.550,
  "relative_energy_kj_mol": 174.9,
  "homo_energy_ev": -12.7604
}

***

Entry 3:
{
  "formula": "C22H28CoN8O3S2",
  "method": "ωB97M-V/def2-TZVPD",
  "elements": ["Co", "C", "C", "N", "C", "S", "N", "N", "C", "C", "C", "C", "C", "C", "C", "N", "H", "H", "H", "H", "H", "H", "H", "H", "H", "H", "H", "H", "H", "N", "C", "C", "C", "C", "C", "C", "S", "O", "O", "N", "C", "N", "C", "C", "C", "N", "H", "H", "H", "H", "H", "H", "H", "H", "H", "C", "C", "O", "H", "H", "H", "H", "H", "H"],
  "positions_angstrom": [[-0.275, -0.140, 0.295], [-0.752, -6.363, 0.364], [-0.470, -5.413, -0.795], [-1.264, -4.179, -0.727], [-0.896, -3.100, -0.020], [-2.027, -1.757, 0.064], [0.264, -3.089, 0.607], [0.511, -1.874, 1.161], [1.201, -1.759, 2.229], [1.879, -2.886, 2.929], [1.172, -0.386, 2.799], [2.011, 0.009, 3.816], [1.891, 1.300, 4.321], [0.918, 2.133, 3.810], [0.099, 1.656, 2.793], [0.221, 0.428, 2.294], [-0.176, -7.282, 0.247], [-1.811, -6.627, 0.402], [-0.476, -5.901, 1.315], [-0.692, -5.885, -1.751], [0.578, -5.126, -0.800], [-2.218, -4.207, -1.042], [1.650, -3.826, 2.436], [1.572, -2.935, 3.975], [2.962, -2.733, 2.909], [2.755, -0.675, 4.202], [2.552, 1.641, 5.109], [0.787, 3.142, 4.177], [-0.667, 2.285, 2.359], [-5.758, 5.018, -0.767], [-4.516, 4.450, -0.878], [-3.543, 5.015, -1.710], [-2.289, 4.448, -1.815], [-1.980, 3.306, -1.088], [-2.937, 2.734, -0.252], [-4.190, 3.298, -0.145], [-0.351, 2.673, -1.198], [0.300, 3.248, -2.333], [0.275, 2.872, 0.106], [-0.550, 1.061, -1.325], [0.069, 0.281, -2.270], [0.365, -0.937, -1.751], [1.013, -1.803, -2.526], [1.374, -1.486, -3.817], [0.998, -0.221, -4.264], [0.348, 0.664, -3.515], [-6.023, 5.773, -1.369], [-6.487, 4.551, -0.266], [-3.784, 5.908, -2.277], [-1.539, 4.879, -2.470], [-2.706, 1.843, 0.318], [-4.935, 2.853, 0.506], [1.244, -2.770, -2.083], [1.904, -2.185, -4.449], [1.224, 0.095, -5.278], [4.353, 1.039, -0.043], [3.084, 0.543, -0.701], [1.947, 0.709, 0.162], [5.201, 0.930, -0.722], [4.561, 0.473, 0.868], [4.262, 2.097, 0.219], [3.147, -0.522, -0.910], [2.910, 1.061, -1.647], [1.710, 1.650, 0.212]],
  "nbo_charge": [1.4313, -0.6192, -0.2215, -0.5748, 0.2514, 0.1150, -0.3337, -0.3479, 0.3225, -0.6953, 0.1589, -0.2137, -0.1263, -0.2298, 0.0948, -0.5367, 0.2297, 0.2144, 0.2133, 0.2146, 0.2166, 0.4158, 0.2599, 0.2485, 0.2501, 0.2360, 0.2387, 0.2454, 0.2318, -0.7845, 0.2036, -0.2614, -0.1646, -0.3440, -0.1793, -0.2634, 2.3311, -0.9133, -1.0099, -1.0646, 0.5702, -0.5926, 0.0948, -0.3458, 0.1237, -0.4471, 0.3975, 0.3945, 0.2190, 0.2509, 0.2002, 0.2137, 0.2056, 0.2402, 0.2115, -0.6298, -0.0625, -0.8055, 0.2258, 0.2052, 0.2160, 0.1764, 0.1825, 0.5162],
  "molar_mass_g_mol": 575.6,
  "charge": 1,
  "total_energy_ev": -100623.649,
  "homo_energy_ev": [-10.1906, -10.1926],
  "spin_multiplicity": 5,
  "s_squared": 6.0298
}